Density functional theory data (wB97M-V/def2-TZVPD) for an isolated molecule of C4H6N2O.

Results
Multiplicity = 1
HOMO (spin up / spin down) = -8.500 / -8.628 eV
Net charge = 0
E = -340.63283 hartree
Gap between HOMO and LUMO (spin up / spin down) = 0.262 / 0.297 Eh

Last columns: bonded neighbours and bond lengths (Å).
Geometry (Å):
1 H 1.26973 0.88094 -1.85898  C12 1.095
2 C 0.62075 0.23677 0.07660  C4 1.379, N11 1.324, C12 1.516
3 C -1.33170 -1.03171 0.48053  C4 1.427, O8 1.365, N10 1.285
4 C -0.37456 -0.55124 -0.46314  C2 1.379, C3 1.427, H6 1.079
5 H 2.39262 1.34268 -0.56222  C12 1.093
6 H -0.34308 -0.96538 -1.45862  C4 1.079
7 H 0.85060 2.21081 -0.78440  C12 1.099
8 O -2.47479 -1.54367 -0.06104  C3 1.365, H9 0.969
9 H -3.06241 -1.93184 0.60460  O8 0.969
10 N -1.03741 -0.94968 1.72822  C3 1.285
11 N 0.84784 0.11102 1.37516  C2 1.324, H13 1.041
12 C 1.33713 1.22595 -0.82169  H1 1.095, C2 1.516, H5 1.093, H7 1.099
13 H 1.30649 0.96606 1.75140  N11 1.041